No. 1
108
Properties=species:S:1:pos:R:3:mulliken_charge:R:1 method="wB97M-V/def2-TZVPD" gap_ev="6.92 / 6.81" charge=+1 multiplicity=2 largest_force_ev_per_a=0.6 homo_energy_ev="-10.348 / -10.245" s2=0.765
Cr -0.46507 0.37040 0.56077 -0.448
Br 6.14144 -2.90324 -0.10884 -0.159
C 4.33032 -2.38336 0.00883 -0.514
C 3.36489 -3.33378 0.39413 -0.565
C 2.04841 -2.98256 0.50433 -1.041
C 1.62059 -1.65289 0.26285 0.078
O 0.37904 -1.34698 0.43378 0.097
C 2.59619 -0.70913 -0.17489 0.737
C 2.28578 0.63719 -0.53575 -0.518
N 1.12246 1.21252 -0.43778 1.785
C 0.97331 2.56694 -0.80830 0.003
C 1.86121 3.32490 -1.53022 -0.239
C 1.60744 4.68707 -1.77499 -1.106
C 0.47327 5.28856 -1.31057 -1.007
C -0.47778 4.52950 -0.59256 0.835
C -1.68753 5.06869 -0.10290 -1.385
C -2.56341 4.25927 0.56050 -1.268
C -2.23791 2.90409 0.74068 -0.318
N -1.11775 2.36572 0.30554 1.748
C -0.22683 3.16389 -0.35509 -0.872
C 3.95034 -1.10830 -0.28810 -0.828
H 3.67839 -4.34721 0.60717 0.492
H 1.30212 -3.70318 0.81214 0.519
H 3.12670 1.21681 -0.90814 0.034
H 2.77150 2.90017 -1.92951 0.551
H 2.33227 5.25687 -2.34067 0.450
H 0.28085 6.33687 -1.49886 0.483
H -1.90685 6.11630 -0.26852 0.486
H -3.50438 4.62834 0.94329 0.638
H -2.92994 2.24523 1.25130 0.029
H 4.68442 -0.37924 -0.61014 0.587
C -1.76223 0.01416 2.06990 -0.566
Si -3.18745 -0.95861 1.33403 -0.922
C -2.55349 -1.49412 -0.38099 -0.736
N -1.77444 -0.40308 -1.02799 1.333
C -2.73366 0.57462 -1.61227 -1.050
C -2.09516 1.37283 -2.73533 -0.466
C -1.87173 0.45494 -3.94564 -0.872
C -1.60105 -0.98059 -3.46976 -0.963
C -0.89963 -0.95293 -2.12078 -0.671
C -4.73061 0.10425 1.24754 0.999
C -5.65107 0.02538 0.20116 -0.272
C -6.79790 0.80731 0.18881 -0.790
C -7.04992 1.68448 1.23403 -0.616
C -6.16027 1.76528 2.29648 -0.735
C -5.01637 0.98001 2.30110 -0.339
C -3.50373 -2.49277 2.35559 0.527
C -2.42043 -3.31044 2.69695 -0.308
C -2.60113 -4.45282 3.45949 -0.875
C -3.87352 -4.79384 3.90202 -0.517
C -4.95755 -3.99348 3.57657 -0.761
C -4.77209 -2.85279 2.80643 -0.383
H -1.24797 -0.61323 2.80672 1.173
H -2.15300 0.87514 2.61404 0.734
H -3.30482 -1.89249 -1.07163 0.680
H -1.85926 -2.30900 -0.15820 0.394
H -3.12496 1.20487 -0.81897 0.370
H -3.59363 0.03010 -2.01831 0.415
H -1.14858 1.79523 -2.39126 -0.258
H -2.73490 2.21779 -2.99448 0.561
H -1.03482 0.82017 -4.54342 0.441
H -2.74963 0.47208 -4.59338 0.357
H -0.98112 -1.52085 -4.18539 0.417
H -2.53155 -1.54751 -3.38717 0.314
H -0.00674 -0.32727 -2.19726 0.065
H -0.57278 -1.94051 -1.80709 0.316
H -5.47743 -0.66065 -0.62087 0.398
H -7.49625 0.72920 -0.63448 0.433
H -7.94400 2.29442 1.22767 0.412
H -6.36422 2.43221 3.12474 0.455
H -4.34184 1.04460 3.14963 0.430
H -1.41905 -3.04787 2.36380 0.307
H -1.75353 -5.07578 3.71543 0.454
H -4.01747 -5.68288 4.50222 0.384
H -5.94878 -4.25755 3.92181 0.401
H -5.62723 -2.23143 2.56149 0.384
C 4.15837 4.36583 1.48978 -0.734
C 2.86259 4.73497 1.82136 -0.736
C 1.93747 3.76730 2.18451 0.114
C 2.30536 2.42629 2.23293 0.405
C 3.60887 2.06066 1.91600 -0.222
C 4.53151 3.02953 1.54125 -0.873
As 0.94530 1.08025 2.57898 2.679
C 1.80007 -0.19001 3.75511 0.075
C 2.74169 -1.15879 3.44973 -0.168
C 3.19940 -2.00560 4.45075 -1.147
C 2.70953 -1.88507 5.74334 -0.988
C 1.76822 -0.91394 6.05216 -0.787
C 1.31247 -0.05181 5.06256 0.120
C 0.34272 1.04470 5.26711 0.144
C -0.25362 1.38808 6.47580 -0.700
C -1.14675 2.44732 6.52866 -0.918
C -1.45740 3.17025 5.38381 -1.151
C -0.87097 2.83362 4.17156 -0.213
C 0.03014 1.78134 4.12075 0.511
H 4.88132 5.11933 1.20557 0.415
H 2.57167 5.77741 1.80083 0.467
H 0.93043 4.06915 2.44985 0.082
H 3.91790 1.02280 1.97916 0.413
H 5.54900 2.74101 1.30916 0.509
H 3.13029 -1.26863 2.44402 0.443
H 3.93909 -2.76058 4.21791 0.500
H 3.06551 -2.55123 6.51820 0.408
H 1.40126 -0.82854 7.06640 0.436
H -0.02702 0.83554 7.37807 0.452
H -1.60602 2.71186 7.47198 0.414
H -2.15703 3.99427 5.43762 0.464
H -1.12643 3.38993 3.27618 0.242


No. 2
114
Properties=species:S:1:pos:R:3:mulliken_charge:R:1 method="wB97M-V/def2-TZVPD" gap_ev="8.21 / 6.19" de_lowest_kj_mol=134.5 charge=+1 largest_force_ev_per_a=0.8 homo_energy_ev="-10.428 / -9.944"
Y 0.97070 -0.49441 -0.58797 -0.043
Br -1.47380 -2.75164 -4.41629 0.127
C -2.52691 -4.13241 -3.73905 -0.857
Br -1.08534 -2.56309 -0.62023 0.123
H -2.08837 -5.11106 -3.70062 0.370
H -3.50073 -3.86904 -3.37285 0.393
C 0.00455 6.02820 2.70657 -2.005
C 0.50022 4.91799 3.60990 0.630
C -0.06960 5.02193 5.01769 -1.027
C 0.62864 4.02980 5.92870 -1.174
C 0.64557 2.65967 5.31850 1.061
C 0.85989 1.54774 6.10151 -0.686
C 0.83029 0.27398 5.54068 -0.185
F 1.04047 -0.77596 6.35371 -0.379
C 0.57723 0.06303 4.21764 -0.057
C 0.35359 1.17930 3.39909 0.474
C 0.06637 0.95760 1.99071 0.953
O 0.18057 -0.21743 1.52188 0.013
C -0.29905 2.09909 1.24512 -1.083
C -0.16726 3.34122 1.83560 -0.377
N 0.19431 3.55643 3.09533 0.270
C 0.40404 2.46787 3.94061 -0.974
C -0.64575 2.14514 -0.22947 0.887
O -0.96784 3.19872 -0.74585 -0.702
O -0.53529 1.01827 -0.85354 0.241
H 0.26369 6.97607 3.17573 0.451
H -1.07878 5.99644 2.59076 0.361
H 0.46364 6.02305 1.72124 0.553
H 1.59437 4.96147 3.67406 0.223
H -1.14497 4.82521 4.97851 0.334
H 0.06056 6.04172 5.37979 0.377
H 0.13867 3.98121 6.90129 0.465
H 1.65675 4.35779 6.11169 0.367
H 1.03380 1.64733 7.16392 0.542
H 0.53331 -0.92632 3.79261 0.269
H -0.34825 4.20399 1.21432 0.813
C -3.49948 -1.53674 4.62720 -0.561
C -3.20995 -0.84507 3.46133 -0.620
C -2.52369 -1.47217 2.43342 -0.265
C -2.11913 -2.80092 2.55231 0.430
C -2.43917 -3.48912 3.72744 -0.132
C -3.11744 -2.86344 4.76015 -0.856
Si -1.13712 -3.77109 1.30135 -0.411
C 0.63658 -4.02114 1.80470 0.925
C 1.08457 -3.59308 3.05398 -0.221
C 2.39269 -3.81517 3.45940 -0.698
C 3.26932 -4.48144 2.61969 -0.572
C 2.84154 -4.92384 1.37551 -0.657
C 1.53851 -4.69330 0.97427 -0.247
C -1.99670 -5.35911 0.86796 0.640
C -3.26443 -5.31969 0.27891 -0.600
C -3.94896 -6.48368 -0.01381 -0.777
C -3.37616 -7.71459 0.28263 -0.465
C -2.12444 -7.77285 0.87061 -0.756
C -1.43907 -6.60141 1.15804 -0.115
H -4.03245 -1.04413 5.42947 0.426
H -3.52357 0.18482 3.35218 0.464
H -2.29994 -0.91938 1.52857 0.243
H -2.16443 -4.53066 3.84792 0.443
H -3.35473 -3.40998 5.66273 0.431
H 0.40399 -3.09062 3.72831 0.219
H 2.71810 -3.47836 4.43443 0.472
H 4.28648 -4.66817 2.93785 0.432
H 3.52453 -5.45171 0.72405 0.491
H 1.22104 -5.03385 -0.00506 0.463
H -3.73021 -4.36799 0.04984 0.465
H -4.92963 -6.44038 -0.46783 0.427
H -3.90910 -8.62712 0.05656 0.398
H -1.67961 -8.73020 1.10442 0.425
H -0.45960 -6.66703 1.61604 0.361
N 4.56095 -2.21149 -1.05566 -0.403
C 3.73215 -1.94163 -0.03929 0.958
O 2.48105 -2.00617 -0.18818 -0.377
C 4.28000 -1.58284 1.23626 -1.064
I 3.10948 1.44509 -0.01813 -0.554
H 4.16912 -2.33901 -1.97569 0.231
H 5.55039 -2.05825 -0.97566 0.203
H 5.33932 -1.46995 1.38081 0.255
H 3.57719 -1.42602 2.03591 0.416
S 1.29791 -0.55882 -3.28052 -0.554
Sb 0.53675 1.51068 -3.91189 1.125
C 1.65793 3.12329 -3.25862 0.996
C 1.07836 4.26545 -2.72310 -0.504
C 1.88639 5.34035 -2.38669 -0.661
C 3.25655 5.26947 -2.57696 -0.544
C 3.83615 4.12476 -3.10594 -0.589
C 3.03696 3.04849 -3.44869 -0.598
C -1.51858 1.79869 -3.77777 0.856
C -2.03154 2.95053 -4.36156 -0.517
C -3.40087 3.16240 -4.37666 -0.796
C -4.25055 2.21263 -3.83368 -0.515
C -3.73593 1.05247 -3.27671 -0.750
C -2.36831 0.84315 -3.24166 -0.361
C 0.81834 1.54395 -5.99533 0.579
C 0.34463 0.47910 -6.75207 -0.600
C 0.45150 0.50866 -8.13150 -0.661
C 1.03012 1.60292 -8.75833 -0.449
C 1.50093 2.66595 -8.00579 -0.682
C 1.39408 2.63716 -6.62243 -0.341
H 0.01214 4.30672 -2.54061 0.347
H 1.44444 6.23637 -1.97332 0.460
H 3.88104 6.11022 -2.30941 0.403
H 4.90613 4.06992 -3.24329 0.413
H 3.49163 2.14900 -3.85168 0.395
H -1.37936 3.68936 -4.81258 0.425
H -3.80303 4.06319 -4.81803 0.408
H -5.31949 2.37297 -3.85213 0.400
H -4.40423 0.30802 -2.86590 0.453
H -1.96942 -0.05670 -2.79497 0.334
H -0.10648 -0.38446 -6.27335 0.333
H 0.08446 -0.32027 -8.71998 0.418
H 1.11426 1.62433 -9.83629 0.386
H 1.95197 3.51909 -8.49198 0.404
H 1.76784 3.47490 -6.04684 0.372